The following is a DFT calculation (wB97M-V/def2-TZVPD) of C20H38N12OPdS2 as an isolated structure in a non-equilibrium geometry.

Calculated values
Energy in eV: -66401.27617
Molar mass in g mol⁻¹: 633.16
Gap between HOMO and LUMO (alpha / beta) in hartree: 0.2151 / 0.2150
HOMO (alpha / beta) in eV: -19.377 / -19.377
Charge: +4
Strongest force on any atom in eV/A: 1.9

Each line ends with the Mulliken charge.
CARTESIAN COORDINATES (ANGSTROEM)
Pd 0.48574 0.66155 -0.02302  0.671
C 5.59339 2.57972 -0.12529  -1.219
N 4.24444 2.44461 -0.70650  0.129
C 4.04779 3.04989 -2.03052  -1.229
C 3.24382 1.84780 -0.08675  0.593
N 2.09785 1.56417 -0.68206  0.016
N 3.43571 1.50367 1.24060  -0.102
C 2.48542 1.06539 2.12096  0.687
N 2.85703 0.96148 3.39189  -0.361
N 1.27385 0.76967 1.72779  -0.289
H 6.30520 2.61885 -0.94513  0.443
H 5.86268 1.70792 0.46957  0.508
H 5.68152 3.49670 0.45854  0.378
H 4.80209 3.81985 -2.16411  0.433
H 3.07404 3.53601 -2.08852  0.506
H 4.16327 2.31189 -2.82638  0.346
H 2.07487 1.82084 -1.65752  -0.257
H 4.33881 1.73039 1.62913  0.155
H 3.75794 1.27600 3.71963  0.205
H 2.21876 0.63052 4.09867  0.210
H 0.61209 0.51019 2.44983  0.010
C -4.96710 5.25833 1.25970  -1.306
C -4.10228 4.08602 1.55837  0.609
C -4.30752 3.19828 2.58868  -0.814
C -3.38343 2.17782 2.80644  0.933
N -2.30470 2.01670 2.00443  -0.117
C -2.13454 2.86174 1.02190  0.165
S -0.70776 2.86277 0.00122  -0.251
N -3.00775 3.87321 0.78196  0.022
C -3.52218 1.25183 3.96177  -1.398
H -6.01703 4.98128 1.34603  0.393
H -4.78389 5.67055 0.26883  0.385
H -4.77936 6.04091 1.99957  0.339
H -5.16966 3.31265 3.23118  0.504
H -2.80943 4.53513 0.03834  0.329
H -4.55578 0.93093 4.09068  0.434
H -3.24832 1.78874 4.87491  0.360
H -2.86488 0.39336 3.85745  0.300
C 3.00756 -4.34760 1.44030  -1.051
C 1.54706 -3.93919 1.37249  -0.563
N 1.02238 -4.02046 -0.00583  -0.087
C 1.03683 -3.08557 -0.92826  0.297
S 1.79334 -1.51814 -0.60589  -0.108
N 0.58248 -3.30709 -2.15513  -0.045
C 0.14719 -4.61845 -2.67972  -0.814
C 1.31891 -5.48396 -3.12203  -0.950
H 3.35563 -4.28771 2.47070  0.386
H 3.62754 -3.69537 0.82378  0.289
H 3.14896 -5.37531 1.10631  0.368
H 1.39057 -2.92302 1.72669  0.165
H 0.92436 -4.60369 1.96937  0.440
H 0.75193 -4.94984 -0.30551  0.262
H 0.81151 -2.59451 -2.83068  0.289
H -0.52183 -4.40809 -3.51212  0.408
H -0.45804 -5.11143 -1.91682  0.394
H 1.88960 -4.99508 -3.91056  0.343
H 0.94207 -6.42654 -3.51666  0.374
H 1.99390 -5.71244 -2.29620  0.290
C -3.57916 -1.78295 0.27836  -0.947
N -2.85174 -1.09895 -0.81212  0.164
C -3.35340 -1.06803 -2.08791  -0.324
C -2.71254 -0.43885 -3.09487  -1.037
C -1.46662 0.19701 -2.81309  0.447
N -0.97474 0.11215 -1.56414  0.244
C -1.67208 -0.49621 -0.58919  0.747
O -1.12001 -0.43707 0.55726  -0.903
N -0.78709 0.83910 -3.74726  -0.246
H -4.64003 -1.57248 0.17322  0.404
H -3.21678 -1.40500 1.22852  0.271
H -3.40839 -2.85572 0.21883  0.333
H -4.30057 -1.57208 -2.23082  0.574
H -3.13753 -0.41513 -4.08783  0.502
H -1.15202 0.93176 -4.68391  0.265
H 0.07001 1.31855 -3.53156  0.097

=====

The following is a DFT calculation (wB97M-V/def2-TZVPD) of C36H59BrI2NO8 as an isolated structure in a non-equilibrium geometry.

Calculated values
Energy in eV: -142394.65243
Molar mass in g mol⁻¹: 967.58
Gap between HOMO and LUMO in hartree: 0.2256
HOMO in eV: -10.228
Charge: +1
Strongest force on any atom in eV/A: 3.4

Each line ends with the Mulliken charge.
CARTESIAN COORDINATES (ANGSTROEM)
C 8.34336 -0.65843 3.34810  -1.270
C 8.42677 -0.62031 1.80421  -0.532
C 7.12249 -0.12282 1.14141  -0.645
Br 7.22241 1.85160 1.18250  -0.089
C 7.00178 -0.65569 -0.29049  -0.032
C 6.25120 0.22762 -1.37137  0.454
C 4.87701 0.86099 -0.95319  -0.963
C 4.77211 2.37929 -1.16427  -0.787
O 3.58927 2.81547 -0.51861  -0.330
C 2.44783 2.63585 -1.33472  -0.271
C 1.15851 2.94617 -0.61018  -0.807
O 0.76141 1.84662 0.21221  -0.513
C -0.58405 1.56154 0.10217  0.107
C -1.56598 2.50311 0.34857  -0.468
C -2.88324 2.18628 0.19607  -0.572
C -3.29390 0.91980 -0.19538  -0.208
C -4.78506 0.66836 -0.37745  2.846
C -5.64887 1.40849 0.68763  -2.272
C -5.13930 1.38513 -1.74944  -1.711
C -5.18080 -0.80483 -0.57760  -2.738
C -4.92479 -1.84065 0.56379  3.001
C -6.29890 -2.50384 0.88599  -1.914
C -3.99841 -3.02564 0.13519  -1.927
C -4.38692 -1.30935 1.90389  -1.938
C -2.31473 -0.01433 -0.42064  0.009
C -0.99115 0.31728 -0.26557  -0.927
C 5.86102 -0.79623 -2.38863  -0.933
N 5.78378 -1.97725 -1.90175  0.211
C 6.14140 -1.94102 -0.47599  -0.280
C 6.43557 -3.21760 0.28460  -0.872
I 5.76920 -3.19914 2.30976  0.167
C 7.04844 -4.29211 -0.22162  0.271
C 7.56504 -4.31190 -1.65362  -1.200
I 7.36563 -6.06054 0.90039  0.119
H 8.90451 0.17143 3.78756  0.353
H 8.82288 -1.56519 3.72248  0.316
H 7.31863 -0.55337 3.71107  0.335
H 8.78454 -1.55560 1.36087  0.362
H 9.18314 0.13270 1.56216  0.537
H 6.24792 -0.36983 1.74231  0.745
H 7.99426 -1.01660 -0.60004  0.385
H 6.99135 0.98114 -1.65221  0.715
H 4.70021 0.59773 0.09518  0.296
H 4.08038 0.34730 -1.50948  0.642
H 4.61536 2.56448 -2.24072  0.300
H 5.63992 2.92976 -0.81038  0.404
H 2.52765 3.33174 -2.18829  0.325
H 2.34818 1.62550 -1.76123  0.248
H 0.40521 3.13697 -1.38279  0.500
H 1.27672 3.86787 -0.02701  0.291
H -1.24645 3.50326 0.63183  0.396
H -3.61452 2.96913 0.37193  0.515
H -5.81874 2.45423 0.42095  0.600
H -6.63338 0.92750 0.67778  0.348
H -5.19877 1.39143 1.68172  0.438
H -4.26307 1.29889 -2.39928  0.352
H -6.01121 0.88642 -2.17898  0.467
H -5.31930 2.45076 -1.59706  0.404
H -4.64863 -1.15627 -1.47349  0.330
H -6.24041 -0.82881 -0.85317  0.645
H -7.09189 -1.74926 0.95386  0.372
H -6.25890 -3.07725 1.81557  0.452
H -6.57276 -3.15587 0.04782  0.477
H -2.99614 -2.88214 0.54945  0.353
H -4.42372 -3.97033 0.48248  0.468
H -3.93049 -3.09469 -0.95706  0.337
H -3.38380 -0.87681 1.83815  0.175
H -5.07123 -0.60999 2.38824  0.382
H -4.28005 -2.17370 2.57252  0.565
H -2.55957 -1.01930 -0.74683  0.582
H -0.23147 -0.43991 -0.44409  0.434
H 5.65285 -0.50732 -3.41589  0.492
H 5.54237 -2.77490 -2.47940  0.320
H 5.18688 -1.63106 -0.00888  0.301
H 6.71209 -4.49046 -2.32382  0.260
H 8.22356 -5.16789 -1.79480  0.459
H 8.05607 -3.38058 -1.94506  0.308
C -8.46863 8.07448 -1.66322  -1.107
C -8.28426 6.64702 -1.19408  -0.195
O -6.89384 6.29838 -1.10430  -0.347
C -6.25964 6.75154 -0.02398  0.779
O -6.74331 7.39821 0.86670  -0.551
O -4.97899 6.37556 -0.10967  -0.323
C -4.16153 6.87218 0.95196  -0.676
H -7.93022 8.24195 -2.59732  0.292
H -9.52519 8.29165 -1.81988  0.361
H -8.07717 8.78184 -0.93256  0.311
H -8.71848 5.96106 -1.91977  0.303
H -8.78186 6.47065 -0.24048  0.316
H -4.58560 6.62958 1.92440  0.330
H -4.03335 7.94921 0.85192  0.360
H -3.18884 6.39318 0.86853  0.153
C 1.16273 -7.79602 0.85317  -1.089
C -0.03465 -7.25782 0.09874  -0.179
O -0.61070 -6.12537 0.76661  -0.364
C 0.02796 -4.97163 0.59981  0.795
O 1.01999 -4.79442 -0.06421  -0.588
O -0.61174 -4.03890 1.30689  -0.354
C 0.01593 -2.75810 1.28069  -0.751
H 0.89729 -8.00711 1.88992  0.296
H 1.52736 -8.71186 0.38781  0.367
H 1.97614 -7.07044 0.86859  0.293
H -0.81722 -8.01354 0.06208  0.305
H 0.21999 -7.00246 -0.92996  0.301
H 0.19568 -2.43177 0.25916  0.268
H 0.95045 -2.78828 1.84116  0.520
H -0.65654 -2.05173 1.76143  0.203

=====

The following is a DFT calculation (wB97M-V/def2-TZVPD) of C6H10 in the gas phase.

Calculated values
SMILES: C=CC=C(C)C
Energy in eV: -6383.03803
Molar mass in g mol⁻¹: 82.15
Gap between HOMO and LUMO in hartree: 0.3437
HOMO in eV: -8.275
Strongest force on any atom in eV/A: 0.6

Each line ends with the Mulliken charge.
CARTESIAN COORDINATES (ANGSTROEM)
C 0.99639 -1.07383 1.22214  -1.368
C -0.07693 -0.02950 0.92396  0.943
C -0.81722 0.58080 2.09486  -1.350
C -0.36300 0.37832 -0.32648  -0.214
C 0.28250 -0.07537 -1.55407  -0.059
C -0.06859 0.30545 -2.78343  -0.890
H 0.84496 -2.01264 0.65658  0.329
H 1.99078 -0.67487 0.93125  0.313
H 1.03044 -1.31095 2.29017  0.349
H -0.51616 0.10739 3.04069  0.337
H -0.64384 1.67055 2.16749  0.290
H -1.90258 0.45874 1.99055  0.318
H -1.14260 1.14176 -0.45155  0.300
H 1.09001 -0.80836 -1.46434  0.194
H 0.41992 -0.10048 -3.67755  0.258
H -0.88986 1.01366 -2.94514  0.250

=====

The following is a DFT calculation (wB97M-V/def2-TZVPD) of C22H36FeN4O3PS2 as an isolated structure in a non-equilibrium geometry.

Calculated values
Energy in eV: -100850.15546
Molar mass in g mol⁻¹: 555.51
Gap between HOMO and LUMO (alpha / beta) in hartree: 0.1969 / 0.2073
HOMO (alpha / beta) in eV: -1.154 / -1.437
Charge: -2
Strongest force on any atom in eV/A: 1.3
Multiplicity: 6

Each line ends with the Mulliken charge.
CARTESIAN COORDINATES (ANGSTROEM)
Fe 1.27376 0.45234 0.75207  0.680
C 1.27543 1.35299 3.31685  0.552
C -0.07848 1.02205 3.10721  1.488
C -0.57032 1.84800 2.07079  0.523
C 0.47609 2.71153 1.65387  0.338
C 1.61853 2.39833 2.42717  0.234
C 2.93359 3.11803 2.44817  -1.800
C 0.31840 3.85064 0.68895  -1.357
C -1.98527 1.91569 1.57766  -1.551
C -0.88484 0.01576 3.87744  -1.519
C 2.19917 0.80088 4.36075  -1.812
H 3.76460 2.41205 2.38361  0.347
H 3.04787 3.69320 3.37652  0.288
H 3.02339 3.80246 1.60513  0.380
H -0.42221 4.57360 1.05665  0.238
H -0.01315 3.49395 -0.28697  0.060
H 1.26501 4.37276 0.54509  0.351
H -2.54352 2.71871 2.07796  0.373
H -2.51431 0.97616 1.76775  0.332
H -2.00656 2.11310 0.50207  0.189
H -1.63730 0.50942 4.50616  0.254
H -0.24261 -0.58318 4.52460  0.321
H -1.40778 -0.67449 3.21347  0.147
H 2.28672 1.48565 5.21451  0.340
H 3.20084 0.65405 3.95006  0.348
H 1.85154 -0.16447 4.73184  0.364
C -0.84077 3.44756 -5.41102  -1.234
C -0.19175 2.09944 -5.13058  0.063
O 1.02306 2.30414 -4.44804  -0.296
P 1.44981 1.56671 -2.99749  0.006
S 3.13690 0.81279 -0.25826  -0.570
S -0.28624 1.45294 -1.93515  -0.562
O 1.60974 0.03784 -3.70662  -0.419
C 1.29571 -1.18823 -3.09404  1.208
C 0.48120 -2.02772 -4.06894  -1.363
H -1.71256 3.33854 -6.06264  0.370
H -0.11589 4.10956 -5.88954  0.277
H -1.14867 3.89667 -4.46600  0.240
H 0.01520 1.56893 -6.06952  0.273
H -0.86560 1.48765 -4.52314  0.126
H 0.72084 -1.02779 -2.17974  -0.859
H 2.22399 -1.69890 -2.81803  0.234
H -0.45783 -1.51915 -4.29956  0.212
H 0.25841 -3.01142 -3.64262  0.327
H 1.03064 -2.16469 -5.00322  0.387
N 4.61125 -4.10702 4.41988  -0.668
C 3.70808 -3.61607 3.86879  0.484
N 2.62785 -3.17910 3.30371  -0.709
C 2.35606 -2.13526 2.60853  0.543
N 1.97327 -1.23815 1.97223  -0.482
O -0.36896 -0.90202 0.39333  0.488
C -1.51993 -1.24653 0.47391  -0.626
C -2.56955 -0.84295 -0.51779  -0.453
C -2.54090 -1.92049 -1.62189  0.091
C -2.54652 -3.38602 -1.14471  -1.079
C -1.25337 -3.84636 -0.43989  -0.369
C -1.19494 -3.51664 1.06659  -0.658
N -1.90220 -2.26146 1.35270  0.004
H -2.30495 0.12099 -0.95150  -0.170
H -3.55460 -0.79329 -0.04588  0.474
H -1.63831 -1.75330 -2.21434  -0.297
H -3.39816 -1.76465 -2.28056  0.525
H -2.67335 -4.01130 -2.03268  0.438
H -3.41963 -3.57713 -0.50732  0.372
H -0.40698 -3.35564 -0.92658  0.139
H -1.12740 -4.92356 -0.57265  0.498
H -0.15746 -3.40056 1.37957  0.011
H -1.65185 -4.30300 1.66825  0.510
H -2.90227 -2.39459 1.30306  0.409

=====

Question: molar mass of number 2 (C36H59BrI2NO8)?
Answer: 967.58 g mol⁻¹

=====

Question: Look up the molar mass of the fourth one.
Answer: 555.51 g mol⁻¹

=====

Question: The highest molar mass belongs to which entry?
Answer: C36H59BrI2NO8

=====

Question: Which value of energy does entry 1 give?
Answer: -66401.27617 eV